13 unconnected molecules or ions with the total composition C26H78O13 at a distorted geometry. Source: the Open Molecules 2025 dataset; level of theory: the ωB97M-V functional and the def2-TZVPD basis.

Atoms and positions in Å:
C 2.41598 1.78663 3.85683
C 1.88441 0.52748 3.25951
O 0.44397 0.78444 3.22197
H 3.48370 1.96262 3.98760
H 1.97530 2.04661 4.81929
H 2.09429 2.68871 3.33637
H 2.19070 -0.29921 3.90050
H 2.11372 0.31270 2.21577
H 0.18760 1.67215 2.96152
C 2.55442 -3.31621 0.73965
C 3.81878 -2.67647 1.44371
O 4.20628 -1.48230 0.69190
H 1.98351 -3.99824 1.36973
H 2.85176 -3.80798 -0.18655
H 1.93622 -2.47114 0.43669
H 4.59443 -3.41729 1.63776
H 3.52724 -2.33954 2.43849
H 5.00482 -1.20050 1.14415
C 4.03465 2.10810 0.75906
C 4.58076 2.32248 -0.67960
O 5.95947 2.55487 -0.72158
H 4.49477 1.21279 1.17717
H 2.98035 1.83598 0.70908
H 4.07663 3.02093 1.35328
H 4.12115 3.18014 -1.17079
H 4.43624 1.51807 -1.40081
H 6.03969 2.91443 -1.60807
C -3.28210 -2.33835 1.69034
C -3.93627 -2.91029 2.98231
O -4.89224 -3.78742 2.54065
H -2.88158 -3.07779 0.99685
H -2.43347 -1.69654 1.92701
H -4.04812 -1.75372 1.18091
H -4.45876 -2.18069 3.60099
H -3.28740 -3.52043 3.61066
H -4.45420 -4.62917 2.39507
C -0.63494 4.71285 2.74725
C -1.28982 3.87447 1.64033
O -1.97046 2.75597 2.20246
H 0.06003 4.05619 3.27062
H -1.41861 4.97424 3.45833
H -0.15582 5.62961 2.40361
H -0.58260 3.57530 0.86674
H -2.01462 4.45422 1.06878
H -2.48033 2.35801 1.49305
C 0.87255 0.95805 -5.00737
C 0.07030 2.14965 -5.38098
O -0.54356 2.58412 -4.18652
H 0.34010 0.12267 -4.55265
H 1.67580 1.22712 -4.32144
H 1.34283 0.61554 -5.92911
H -0.53944 1.90797 -6.25156
H 0.73840 2.94176 -5.71908
H -1.08396 3.32774 -4.46327
C -0.51196 -0.19419 0.09657
C 0.05774 1.11173 -0.53391
O -0.98651 1.72813 -1.25717
H -1.23710 0.06263 0.86878
H 0.31872 -0.66333 0.62380
H -0.85443 -0.95320 -0.60680
H 0.88417 1.00705 -1.23686
H 0.57012 1.69979 0.22751
H -0.74970 1.73694 -2.18746
C 2.33355 -2.63356 -3.42578
C 2.95640 -1.28986 -3.09056
O 4.30250 -1.28838 -2.53839
H 2.96239 -3.22261 -4.09338
H 1.30542 -2.45675 -3.74168
H 2.26846 -3.18842 -2.48984
H 2.32178 -0.71134 -2.41923
H 2.90873 -0.78632 -4.05611
H 4.22421 -1.24362 -1.58263
C -0.42790 -0.28567 6.11061
C -1.39221 -1.22109 5.36837
O -1.06383 -1.37011 3.99402
H -0.20579 0.64784 5.59358
H 0.56086 -0.74284 6.14886
H -0.74372 0.03464 7.10346
H -2.33444 -0.70161 5.54284
H -1.52091 -2.21931 5.78683
H -0.74876 -0.55451 3.59761
C 1.32034 5.89128 -0.96146
C 1.51002 4.62967 -1.84468
O 0.62869 4.68671 -2.95027
H 2.08478 6.01058 -0.19367
H 0.35769 5.92929 -0.45160
H 1.40118 6.77453 -1.59503
H 1.59625 3.61803 -1.44815
H 2.49877 4.68431 -2.30020
H 0.46472 3.77290 -3.19449
C -5.93331 0.65284 0.82906
C -4.94097 0.78570 -0.29732
O -3.77083 1.54091 0.00090
H -6.88242 0.45672 0.33024
H -5.95155 1.63379 1.30394
H -5.73143 -0.16004 1.52661
H -5.37540 1.38352 -1.09857
H -4.89071 -0.18890 -0.78283
H -3.16923 1.41894 -0.73721
C -2.60916 -3.64089 -3.92457
C -2.34129 -2.17476 -3.53249
O -3.04201 -1.90500 -2.36569
H -3.64427 -3.97218 -3.84162
H -2.02788 -4.20501 -3.19519
H -2.23146 -3.94768 -4.89993
H -2.52577 -1.53199 -4.39325
H -1.27863 -1.94442 -3.45636
H -3.96953 -1.80985 -2.59434
C 0.09703 -5.22466 -1.45699
C -0.85812 -4.55627 -0.43688
O -0.79299 -5.28716 0.79807
H 0.33015 -4.63588 -2.34416
H -0.32220 -6.14670 -1.85969
H 0.98691 -5.65545 -0.99802
H -1.93048 -4.63052 -0.61753
H -0.61878 -3.50451 -0.28000
H -0.33845 -4.82126 1.50371

Computed properties:
ΔE to the lowest compared entry with this formula, charge and spin	111.5	kcal/mol
molecular weight	598.897	g/mol
HOMO-LUMO gap	9.7	eV
total charge	0
highest occupied orbital energy	-9.375	eV

Atomic partial charges in e from the Mulliken method, atoms 1 to 5:
1. C -1.480
2. C 0.805
3. O -0.048
4. H 0.435
5. H 0.333

13 unconnected molecules or ions with the total composition C26H78O13 at a distorted geometry. Source: the Open Molecules 2025 dataset; level of theory: the ωB97M-V functional and the def2-TZVPD basis.

Atoms and positions in Å:
C 2.95731 -1.47349 4.96608
C 1.51889 -1.70804 4.57080
O 1.26040 -1.17525 3.28008
H 3.20558 -1.88710 5.94354
H 3.18183 -0.41238 4.88974
H 3.66340 -1.98164 4.30095
H 0.89579 -1.14551 5.28597
H 1.12719 -2.72245 4.70501
H 0.41397 -1.53327 2.97371
C 4.17055 0.56638 2.23236
C 4.77372 1.86916 1.76917
O 5.19501 1.70867 0.38250
H 3.86422 0.76767 3.25948
H 4.87101 -0.26532 2.19229
H 3.29335 0.33566 1.62974
H 5.66537 2.18230 2.31185
H 4.00134 2.64025 1.77756
H 5.94315 2.29165 0.22680
C 2.30373 2.93910 -3.00107
C 2.71532 4.35747 -2.85505
O 3.53538 4.46909 -1.65327
H 1.70908 2.68332 -2.12005
H 3.12840 2.23707 -3.10401
H 1.60491 2.85088 -3.84162
H 1.88035 5.01596 -2.59754
H 3.26084 4.76225 -3.71353
H 4.30534 3.95832 -1.94449
C -1.66801 -1.02083 5.89304
C -2.24672 -1.30846 4.50704
O -2.91339 -2.58384 4.57271
H -0.88330 -1.77337 5.97738
H -2.41682 -1.18846 6.66632
H -1.32456 0.00330 6.02173
H -1.51511 -1.45288 3.71344
H -2.95629 -0.51193 4.27121
H -3.19427 -2.83900 3.68842
C 1.22186 1.51930 4.00915
C 1.47845 2.51103 5.13660
O 2.77146 3.10900 4.93193
H 1.78602 0.61139 4.23021
H 1.58905 2.00640 3.10443
H 0.19962 1.22452 3.77566
H 1.35953 2.05156 6.11792
H 0.79994 3.35622 4.97627
H 2.89466 3.70768 5.67462
C -1.20265 -3.34929 -3.98640
C -0.20566 -2.20389 -4.21710
O -0.82977 -0.97945 -3.91967
H -0.75829 -4.29895 -4.30214
H -2.09194 -3.16348 -4.58941
H -1.47903 -3.48029 -2.94011
H 0.10828 -2.22715 -5.26697
H 0.66686 -2.37293 -3.58235
H -1.29363 -0.65888 -4.71251
C -1.80120 2.21015 -4.91051
C -2.13329 1.52783 -6.24696
O -1.50670 0.24605 -6.30510
H -0.75017 2.16484 -4.63441
H -2.29805 1.69191 -4.07982
H -2.25098 3.19973 -4.83606
H -1.63927 2.11088 -7.03149
H -3.20505 1.57529 -6.44591
H -1.33573 0.06955 -7.23301
C 1.27492 3.66310 0.66459
C -0.07685 3.95454 0.08596
O -0.53700 5.23334 0.52830
H 1.26627 3.76442 1.75380
H 2.02212 4.38153 0.32321
H 1.73792 2.69909 0.43492
H -0.88208 3.24567 0.26991
H 0.07832 3.97324 -1.00180
H -0.23296 5.92968 -0.05713
C -0.16346 -0.23809 0.77336
C -0.33748 -0.12296 -0.72701
O -1.65030 -0.47712 -1.15014
H -0.39986 -1.24462 1.11925
H -0.74174 0.41459 1.44137
H 0.83343 0.12976 1.03042
H 0.31253 -0.92347 -1.10634
H -0.01629 0.81940 -1.17737
H -1.67907 -0.34772 -2.10659
C -0.01794 -3.22468 0.23005
C -0.24776 -3.72624 1.66570
O -0.95498 -2.74836 2.42206
H -0.95787 -3.05609 -0.29873
H 0.63187 -3.94471 -0.26477
H 0.41145 -2.22386 0.30818
H 0.68991 -3.95919 2.17194
H -0.75952 -4.69576 1.66785
H -1.84638 -2.70924 2.05953
C 3.19475 -0.67789 -1.87197
C 4.43523 -0.36802 -2.71520
O 4.92800 0.90947 -2.33865
H 2.48105 0.12533 -2.05104
H 3.49180 -0.66865 -0.82392
H 2.76600 -1.64391 -2.14048
H 4.31738 -0.47613 -3.79358
H 5.29810 -1.01274 -2.48675
H 4.98049 1.01583 -1.37698
C -5.67978 -1.41242 1.13723
C -4.33645 -0.80703 0.73997
O -3.32728 -1.78974 0.80958
H -5.97920 -2.27590 0.53138
H -6.45120 -0.64924 1.08159
H -5.48978 -1.92085 2.08718
H -4.13626 -0.12588 1.58083
H -4.47267 -0.25367 -0.19321
H -2.54110 -1.35107 0.44660
C -4.90867 -1.55514 -3.48174
C -4.98844 -3.05346 -3.20617
O -6.33901 -3.49730 -3.39790
H -3.86828 -1.24260 -3.33796
H -5.52837 -0.92674 -2.84359
H -5.16312 -1.37069 -4.52482
H -4.61328 -3.38258 -2.23607
H -4.41389 -3.57962 -3.96792
H -6.83450 -3.38992 -2.58212

Computed properties:
ΔE to the lowest compared entry with this formula, charge and spin	90.7	kcal/mol
molecular weight	598.897	g/mol
HOMO-LUMO gap	10.0	eV
total charge	0
highest occupied orbital energy	-9.622	eV

Atomic partial charges in e from the Mulliken method, atoms 1 to 5:
1. C -1.231
2. C -0.231
3. O 0.048
4. H 0.440
5. H 0.158